Below is a structure of composition C57H71BrN6O3PS3ScSi4Te in a non-equilibrium geometry, with properties calculated with ωB97M-V/def2-TZVPD.

Results
- gap between HOMO and LUMO (eV) = 6.073
- net charge = 0
- energy above the lowest of the compared OMol25 structures with the same formula, charge and spin (kcal/mol) = 43.3
- highest occupied orbital energy (eV) = -6.373
- maximum force (Eh/bohr) = 0.0268
- E_LUMO (eV) = -0.300

Last column: Mulliken charge in e.
Atoms and positions in Å:
Sc (-0.06727, -0.19452, -0.92276)  -1.532
C (4.89164, -4.27307, 0.98472)  -1.161
C (4.40627, -4.38320, -0.45743)  -0.496
N (2.96122, -4.21136, -0.56197)  0.731
C (2.14865, -5.40003, -0.34970)  -1.215
C (1.77885, -6.10472, -1.65213)  -0.913
C (2.42736, -2.98528, -0.74292)  0.143
S (0.74418, -2.86025, -0.98780)  -0.357
N (3.33109, -1.98356, -0.70895)  0.134
C (3.03351, -0.73022, -0.95415)  -1.240
O (1.89650, -0.26061, -1.25347)  1.528
C (4.16093, 0.23977, -0.89665)  0.766
C (5.47781, -0.17720, -0.72360)  -0.179
C (6.50782, 0.74767, -0.76826)  -0.846
C (6.22982, 2.09064, -0.98957)  -0.556
C (4.91592, 2.51392, -1.13730)  -0.977
C (3.88287, 1.59264, -1.08588)  -0.148
H (5.97232, -4.41326, 1.03328)  0.400
H (4.41634, -5.02830, 1.61244)  0.404
H (4.64223, -3.28826, 1.37901)  0.167
H (4.64913, -5.36599, -0.86967)  0.479
H (4.87992, -3.61792, -1.06687)  0.207
H (1.24047, -5.10451, 0.17419)  0.499
H (2.71838, -6.07501, 0.29224)  0.482
H (1.16155, -5.44466, -2.25961)  0.106
H (1.21400, -7.01344, -1.43960)  0.474
H (2.67443, -6.37509, -2.21540)  0.273
H (5.67009, -1.22914, -0.56375)  0.397
H (7.53292, 0.42492, -0.63764)  0.458
H (7.03907, 2.80752, -1.04934)  0.414
H (4.70003, 3.56285, -1.29668)  0.457
H (2.84928, 1.89864, -1.20271)  0.437
Br (-5.78600, 3.08501, 4.94603)  -0.139
C (-5.49392, 3.78817, 3.20659)  0.075
C (-4.22739, 4.21409, 2.84346)  -0.406
C (-4.01409, 4.70829, 1.56993)  -0.219
C (-5.07587, 4.81143, 0.66478)  -0.468
C (-6.35009, 4.40401, 1.06372)  -0.155
C (-6.55791, 3.87416, 2.32281)  -0.696
N (-4.94434, 5.50927, -0.54838)  -0.687
N (-3.95001, 5.42770, -1.28381)  -0.387
C (-2.96506, 4.44398, -1.15638)  0.160
C (-1.65757, 4.84499, -1.37030)  -0.499
C (-0.58514, 3.97044, -1.25586)  -0.251
C (-0.78693, 2.61766, -1.01466)  0.705
O (0.18197, 1.75553, -0.91221)  0.057
C (-2.14034, 2.15240, -0.93322)  -0.949
N (-2.29778, 0.79745, -0.88272)  1.180
C (-3.52014, 0.32118, -0.85687)  -0.133
C (-4.66341, 1.12999, -0.88135)  -1.286
C (-4.52302, 2.48859, -0.95512)  -0.306
C (-3.23208, 3.05367, -0.97041)  0.774
H (-3.41184, 4.15377, 3.55048)  1.084
H (-3.02988, 5.05285, 1.28052)  0.401
H (-7.17120, 4.49738, 0.36393)  0.483
H (-7.54166, 3.54101, 2.62283)  0.416
H (-1.48181, 5.89425, -1.57559)  0.376
H (0.43047, 4.32553, -1.37358)  0.526
H (-3.61849, -0.75226, -0.84541)  -0.595
H (-5.63963, 0.66595, -0.86595)  0.491
H (-5.39615, 3.11910, -1.04069)  0.744
C (3.21655, -1.22570, 4.31547)  -0.821
Si (1.52935, -1.05588, 5.17079)  0.644
C (0.77420, -2.79793, 5.17301)  -0.966
C (1.87223, -0.57545, 6.97787)  -1.130
Si (0.17333, 0.43404, 3.93806)  -0.081
Te (0.17780, -0.78367, 1.73528)  0.103
Si (1.11981, 2.58495, 3.86937)  0.517
C (2.84882, 2.57083, 3.09388)  -0.779
C (1.26467, 3.23844, 5.64707)  -1.070
C (0.07910, 3.82612, 2.87808)  -0.176
Si (-1.98390, 0.54346, 4.86848)  0.410
C (-1.95368, 1.00939, 6.71049)  -1.206
C (-2.87001, -1.12938, 4.73316)  -0.912
C (-3.07172, 1.83749, 4.00175)  -0.994
H (3.79404, -2.06475, 4.70953)  0.429
H (3.81870, -0.32127, 4.42686)  0.327
H (3.06276, -1.39087, 3.24610)  -0.105
H (1.48475, -3.54568, 5.53087)  0.402
H (0.48586, -3.06049, 4.15245)  0.143
H (-0.12037, -2.85624, 5.79732)  0.273
H (2.45277, -1.34653, 7.48789)  0.376
H (0.94459, -0.43068, 7.53573)  0.250
H (2.43762, 0.35699, 7.03362)  0.303
H (3.54002, 1.97052, 3.68931)  0.299
H (3.26965, 3.57445, 3.00350)  0.439
H (2.81198, 2.13016, 2.09455)  -0.053
H (1.82170, 2.53571, 6.27027)  0.196
H (0.27599, 3.35578, 6.09572)  0.242
H (1.76915, 4.20536, 5.69948)  0.388
H (-0.09780, 3.45654, 1.86432)  -0.276
H (0.57413, 4.79634, 2.79778)  0.557
H (-0.89518, 3.98574, 3.34653)  -0.019
H (-1.46365, 0.23247, 7.30133)  0.295
H (-2.96212, 1.14732, 7.10604)  0.366
H (-1.40511, 1.93921, 6.87268)  0.273
H (-2.43610, -1.85191, 5.42815)  0.282
H (-2.75764, -1.53424, 3.72379)  0.073
H (-3.93653, -1.04722, 4.95264)  0.385
H (-2.83352, 2.84076, 4.36272)  0.121
H (-4.13174, 1.66016, 4.19410)  0.369
H (-2.91859, 1.82633, 2.91935)  0.446
S (-2.14144, -2.66221, 0.07121)  -0.162
C (-3.58132, -3.45226, 0.07245)  -0.231
N (-3.88279, -4.46734, 0.91107)  -0.186
C (-5.08219, -5.23362, 0.63781)  -0.633
C (-6.05164, -4.26186, -0.02187)  -0.512
S (-4.99252, -3.07654, -0.92098)  -0.041
H (-3.12190, -4.87313, 1.43390)  0.243
H (-5.49176, -5.62403, 1.56919)  0.331
H (-4.86724, -6.07389, -0.03179)  0.271
H (-6.63088, -3.70401, 0.71167)  0.283
H (-6.72175, -4.74892, -0.72460)  0.379
O (-0.46967, -0.63661, -2.92891)  -0.766
P (0.47003, -0.32053, -4.07157)  1.528
C (0.59959, 1.45873, -4.35848)  1.769
C (-0.59471, 2.14540, -4.14331)  -1.224
C (-0.70450, 3.48179, -4.48615)  -0.577
C (0.37788, 4.13932, -5.05208)  -0.898
C (1.56217, 3.45561, -5.28473)  -0.881
C (1.67359, 2.11427, -4.95284)  -0.479
C (2.04443, -1.22640, -4.10841)  1.544
C (1.88764, -2.60905, -4.20958)  -0.900
C (2.99529, -3.43213, -4.31476)  -0.662
C (4.26740, -2.87705, -4.32606)  -0.784
C (4.42777, -1.50563, -4.21942)  -0.917
C (3.32042, -0.67784, -4.10768)  -0.198
C (-0.26325, -0.91298, -5.61687)  0.656
C (0.46818, -0.81984, -6.79816)  -0.525
C (-0.06410, -1.31260, -7.97618)  -0.712
C (-1.32575, -1.89510, -7.97562)  -0.535
C (-2.06150, -1.97166, -6.80298)  -0.700
C (-1.53099, -1.47868, -5.61886)  -0.376
H (-1.44188, 1.61998, -3.71790)  0.440
H (-1.63194, 4.01095, -4.31247)  0.528
H (0.29342, 5.18352, -5.32395)  0.435
H (2.40122, 3.96484, -5.74081)  0.461
H (2.59279, 1.58979, -5.17091)  0.365
H (0.89054, -3.03185, -4.18475)  0.485
H (2.86678, -4.50438, -4.37920)  0.457
H (5.13665, -3.51698, -4.41311)  0.425
H (5.41830, -1.07060, -4.19552)  0.412
H (3.46819, 0.38579, -3.99275)  -0.023
H (1.45385, -0.36848, -6.78302)  0.314
H (0.50561, -1.25127, -8.89412)  0.429
H (-1.73637, -2.28878, -8.89633)  0.391
H (-3.04555, -2.42158, -6.81034)  0.437
H (-2.08609, -1.53736, -4.69021)  0.387

Cartesian forces, eV/Å:
Sc -0.4 -0.8 0.4
C -0.1 0.0 -0.1
C 0.1 0.0 0.2
N 0.0 0.2 0.0
C -0.1 -0.1 -0.2
C 0.1 0.1 0.1
C -0.3 0.0 0.0
S -0.1 -0.4 -0.1
N 0.3 0.1 0.0
C 0.0 -0.4 0.2
O 0.5 0.5 -0.3
C 0.0 0.3 -0.2
C -0.1 0.0 0.0
C 0.0 0.0 0.0
C 0.0 0.0 0.0
C 0.1 0.0 0.0
C -0.1 -0.1 -0.1
H 0.0 0.0 0.0
H 0.0 0.0 0.0
H 0.0 0.0 0.0
H 0.0 0.0 0.0
H 0.0 -0.1 -0.1
H 0.0 0.0 0.1
H 0.0 0.1 0.0
H 0.0 0.0 0.0
H 0.0 0.0 0.0
H 0.0 0.0 0.0
H 0.0 0.0 0.0
H 0.0 0.0 0.0
H 0.0 0.0 0.0
H 0.0 0.0 0.0
H 0.0 0.0 0.0
Br -0.8 0.6 0.2
C -0.1 0.0 0.0
C -0.1 0.3 0.0
C -0.2 0.2 -0.1
C 0.1 -0.3 1.1
C 0.2 0.1 -0.3
C 0.0 -0.1 0.1
N -0.2 0.5 -0.5
N -0.5 0.4 -0.4
C 0.9 -0.6 0.0
C -0.6 0.2 0.2
C 0.3 -0.4 0.2
C -0.2 0.5 0.1
O 0.1 0.6 -0.3
C -0.2 0.2 0.0
N 0.1 0.2 0.0
C 0.1 -0.1 0.0
C -0.1 0.3 0.0
C -0.1 -0.3 -0.1
C 0.2 0.0 -0.2
H -0.3 0.4 -0.3
H 0.0 0.0 0.1
H 0.0 0.1 0.0
H 0.0 0.0 0.0
H 0.0 0.0 0.0
H 0.0 0.0 0.0
H 0.1 -0.1 0.1
H 0.0 0.0 0.0
H 0.0 -0.1 0.0
C -0.3 0.2 -0.1
Si 0.5 -0.5 0.2
C -0.2 0.3 -0.1
C -0.2 0.2 -0.2
Si 0.0 0.1 -0.1
Te 0.2 -0.1 1.4
Si 0.3 0.5 0.0
C -0.2 -0.2 0.0
C -0.1 -0.2 -0.1
C -0.1 -0.3 0.0
Si -0.6 -0.1 0.1
C 0.2 0.0 -0.2
C 0.3 0.1 -0.1
C 0.8 -0.7 0.0
H -0.1 0.0 0.1
H 0.0 0.0 0.0
H 0.0 0.0 0.0
H 0.1 0.1 0.0
H 0.0 0.0 0.0
H 0.0 0.0 0.0
H 0.0 -0.1 -0.1
H 0.0 0.0 0.0
H 0.0 0.0 0.0
H 0.0 0.0 0.0
H -0.1 0.1 0.1
H 0.0 0.0 0.0
H 0.0 0.0 0.0
H 0.0 0.0 0.0
H 0.0 0.0 -0.1
H 0.0 0.0 0.0
H 0.1 0.0 0.1
H 0.0 0.0 0.0
H 0.0 0.0 0.0
H -0.1 0.0 -0.1
H 0.0 0.0 0.0
H 0.0 0.0 0.0
H 0.0 0.0 0.0
H 0.0 0.1 0.0
H 0.2 -0.5 0.2
H 0.6 -0.3 -0.1
H 0.1 0.0 0.0
S -0.4 -0.5 0.0
C 0.0 0.2 0.1
N 0.0 -0.1 -0.1
C 0.0 -0.1 0.0
C 0.1 0.3 0.0
S 0.1 -0.2 0.0
H 0.0 0.1 0.0
H 0.0 0.0 0.0
H 0.0 0.0 0.0
H 0.0 -0.1 0.0
H 0.0 0.0 0.0
O 0.0 0.2 -0.2
P 0.3 -0.1 -1.0
C 0.0 -0.2 0.1
C 0.0 0.0 0.0
C 0.0 0.0 -0.1
C 0.0 0.0 0.0
C 0.0 0.0 0.0
C 0.1 0.0 0.0
C -0.2 0.2 0.1
C 0.0 0.0 0.0
C -0.1 0.0 0.0
C 0.0 0.0 0.0
C 0.1 0.1 0.0
C 0.0 0.1 0.1
C -0.1 0.0 0.2
C -0.1 0.0 0.0
C 0.1 0.0 0.0
C -0.1 0.0 0.0
C 0.0 0.0 -0.1
C 0.0 0.0 0.1
H 0.0 0.0 0.0
H 0.0 0.0 0.0
H 0.0 0.0 0.0
H 0.0 0.0 0.0
H -0.1 0.1 0.0
H 0.0 -0.1 0.0
H 0.0 0.0 0.0
H 0.0 0.0 0.0
H 0.0 0.0 0.0
H 0.0 0.0 0.1
H 0.0 0.0 -0.1
H 0.0 0.0 0.0
H 0.0 0.0 0.0
H 0.0 0.0 0.0
H 0.0 0.0 0.0